Entry 1:
Entry from the Open Molecules 2025 dataset: a cluster of 2 separate species, C5H12S in total (wB97M-V/def2-TZVPD).

Properties
SMILES: CCCS.C=C
LUMO energy in Eh: 0.0348
Frontier orbital gap in eV: 9.906
Energy relative to the best compared isomer or geometry (same formula, charge and spin) in eV: 0.901

Structure (ORCA input):
```
! RIJCOSX wB97M-V def2-TZVPD def2/J DEFGRID3
* xyz 0 1
C 1.74 0.89 1.00
C 0.81 1.04 2.19
C 0.30 -0.29 2.71
S -0.59 -1.27 1.45
H 2.10 1.87 0.67
H 2.60 0.28 1.26
H 1.22 0.42 0.17
H -0.05 1.67 1.91
H 1.33 1.55 3.01
H -0.38 -0.15 3.56
H 1.13 -0.92 3.03
H -1.48 -0.32 1.15
C -0.86 -0.75 -3.95
C -2.05 -0.84 -3.41
H -0.41 -1.56 -4.50
H -0.27 0.16 -3.87
H -2.50 -0.03 -2.86
H -2.64 -1.74 -3.49
*
```

=====

Entry 2:
Entry from the Open Molecules 2025 dataset: a cluster of 8 separate species, H13O6S in total (wB97M-V/def2-TZVPD).

Properties
LUMO energy in Eh: 0.1057
Frontier orbital gap in eV: 7.082
Energy relative to the best compared isomer or geometry (same formula, charge and spin) in eV: 4.154

Structure (ORCA input):
```
! RIJCOSX wB97M-V def2-TZVPD def2/J DEFGRID3
* xyz -1 1
S 5.00 -0.03 0.47
H 3.23 1.26 0.37
H 2.75 -0.28 0.38
H 2.46 -1.34 -0.59
O 1.99 -0.72 -0.08
H -0.65 0.21 -1.76
H -0.84 -1.06 -2.56
O -1.21 -0.57 -1.84
H -1.03 -2.08 -0.57
H 0.04 -1.71 0.29
O -0.78 -2.27 0.35
H -2.92 0.81 1.15
H -3.93 1.98 1.48
O -3.67 1.36 0.71
H 1.71 1.30 -0.80
H 0.95 2.45 -1.61
O 0.81 1.67 -1.11
H -1.30 -1.05 1.58
H -0.95 0.30 2.22
O -1.66 -0.24 1.92
*
```

=====

Entry 3:
Entry from the Open Molecules 2025 dataset: a structure of composition C19H18CoN4O2SSe (wB97M-V/def2-TZVPD).

Properties
LUMO energy (alpha / beta) in Eh: -0.0235 / -0.0242
Frontier orbital gap (alpha / beta) in eV: 6.635 / 6.788
Energy relative to the best compared isomer or geometry (same formula, charge and spin) in eV: 0.217

Structure (ORCA input):
```
! RIJCOSX wB97M-V def2-TZVPD def2/J DEFGRID3
* xyz 0 4
Co -1.74 -1.11 0.98
N 1.14 0.15 3.54
C 0.63 1.42 3.44
C 0.91 2.60 4.12
C 0.15 3.70 3.78
C -0.86 3.64 2.81
C -1.11 2.48 2.11
C -0.35 1.36 2.43
N -0.41 0.09 1.93
C 0.47 -0.62 2.63
C 0.59 -2.04 2.42
C 1.35 -2.97 3.08
S 1.01 -4.54 2.49
C -0.13 -3.85 1.39
N -0.24 -2.57 1.47
H 1.83 -0.18 4.19
H 1.66 2.66 4.89
H 0.32 4.63 4.30
H -1.44 4.53 2.61
H -1.90 2.41 1.38
H 2.07 -2.83 3.86
H -0.68 -4.47 0.71
O -2.63 -2.01 2.90
N -3.50 -1.11 2.90
O -3.43 -0.32 1.94
C 2.35 0.65 -5.23
C 1.32 0.30 -4.19
C 1.38 -0.90 -3.51
C 0.41 -1.26 -2.59
C 0.51 -2.56 -1.86
C -0.66 -0.38 -2.35
Se -2.13 -0.95 -1.24
C -0.71 0.85 -3.00
C -1.84 1.81 -2.74
C 0.28 1.17 -3.91
H 3.16 -0.08 -5.24
H 2.76 1.63 -5.04
H 1.89 0.66 -6.22
H 2.19 -1.58 -3.70
H 1.40 -3.11 -2.14
H -0.37 -3.18 -2.07
H 0.53 -2.37 -0.78
H -2.15 1.77 -1.70
H -2.70 1.52 -3.35
H -1.55 2.83 -3.00
H 0.23 2.12 -4.44
*
```

=====

Entry 4:
Entry from the Open Molecules 2025 dataset: an isolated molecule of C5H8IP (wB97M-V/def2-TZVPD).

Properties
SMILES: C=C(C)[C@@H]1CP1I
LUMO energy in Eh: 0.0140
Frontier orbital gap in eV: 9.159
Energy relative to the best compared isomer or geometry (same formula, charge and spin) in eV: 1.071

Structure (ORCA input):
```
! RIJCOSX wB97M-V def2-TZVPD def2/J DEFGRID3
* xyz 0 1
C -1.64 -0.70 0.28
C -0.66 0.21 0.09
C -1.08 1.59 0.52
C 0.70 -0.04 -0.42
C 1.27 -1.44 -0.69
P 2.00 -0.67 0.79
I 3.87 0.31 -0.31
H -2.63 -0.45 0.64
H -1.64 -1.79 0.00
H -1.14 2.18 -0.30
H -0.32 2.22 1.20
H -2.08 1.64 1.14
H 0.99 0.75 -1.11
H 0.49 -2.24 -0.35
H 1.85 -1.57 -1.48
*
```

=====

Entry 5:
Entry from the Open Molecules 2025 dataset: the ion C3H10NO with charge +2 (wB97M-V/def2-TZVPD).

Properties
LUMO energy (alpha / beta) in Eh: -0.2993 / -0.5553
Frontier orbital gap (alpha / beta) in eV: 13.506 / 6.520
Energy relative to the best compared isomer or geometry (same formula, charge and spin) in eV: 4.121

Structure (ORCA input):
```
! RIJCOSX wB97M-V def2-TZVPD def2/J DEFGRID3
* xyz 2 2
C -0.99 0.21 0.19
O -1.46 0.87 -0.98
C 0.48 0.09 -0.01
C 1.23 0.44 1.27
N 0.69 -1.37 -0.47
H -1.33 0.88 1.06
H -1.44 -0.74 0.55
H -2.35 0.69 -1.26
H 0.87 0.81 -0.82
H 1.26 1.53 1.55
H 2.28 0.25 1.10
H 0.80 0.03 2.15
H 0.30 -2.20 0.02
H 0.30 -1.51 -1.45
H 1.85 -1.52 -0.53
*
```

=====

Entry 6:
Entry from the Open Molecules 2025 dataset: a structure of composition C26H24F5NOP2Sc (wB97M-V/def2-TZVPD).

Properties
LUMO energy in Eh: -0.1281
Frontier orbital gap in eV: 6.679
Energy relative to the best compared isomer or geometry (same formula, charge and spin) in eV: 0.000

Structure (ORCA input):
```
! RIJCOSX wB97M-V def2-TZVPD def2/J DEFGRID3
* xyz 1 1
C -1.12 3.21 -2.55
C -1.01 1.89 -2.11
C 0.30 1.35 -1.98
C 1.42 2.16 -2.20
C 1.28 3.51 -2.55
C 0.00 4.04 -2.71
C 2.76 1.56 -1.78
C 2.78 0.15 -2.34
C 1.64 -0.59 -1.99
C 1.67 -2.02 -2.04
C 2.89 -2.65 -2.30
C 4.06 -1.90 -2.50
C 3.99 -0.51 -2.65
H -2.11 3.67 -2.60
H 2.17 4.14 -2.67
H -0.12 5.10 -2.98
H 3.60 2.18 -2.10
H 2.97 -3.73 -2.18
H 5.02 -2.40 -2.61
H 4.87 0.09 -2.90
N 0.55 0.10 -1.45
Sc 0.15 -0.08 0.73
C -2.22 1.11 -1.63
H -2.25 0.11 -2.08
H -3.16 1.64 -1.82
C 0.46 -2.79 -1.61
H -0.44 -2.47 -2.14
H 0.59 -3.88 -1.67
P -2.22 0.85 0.20
P 0.08 -2.50 0.21
C 1.48 -3.39 0.96
H 1.35 -3.34 2.05
H 1.50 -4.44 0.62
H 2.44 -2.89 0.72
C -1.34 -3.56 0.49
H -1.11 -4.57 0.15
H -1.55 -3.53 1.57
H -2.20 -3.14 -0.03
C -2.41 2.54 0.86
H -3.40 2.94 0.61
H -2.32 2.50 1.95
H -1.64 3.20 0.43
C -3.64 -0.16 0.63
H -3.54 -0.47 1.67
H -4.58 0.40 0.53
H -3.67 -1.04 -0.02
C 3.04 1.52 -0.29
O 2.54 0.72 0.54
H 3.96 2.11 -0.20
F -2.02 -2.40 3.49
C -1.54 -1.13 3.68
C -0.83 -0.47 2.70
C -0.44 0.84 3.01
F 0.28 1.61 2.02
C -0.79 1.49 4.20
F -0.38 2.75 4.40
C -1.52 0.82 5.18
F -1.88 1.42 6.34
C -1.87 -0.49 4.89
F -2.52 -1.18 5.84
*
```

=====

Entry 7:
Entry from the Open Molecules 2025 dataset: an isolated molecule of C6H16N2 (wB97M-V/def2-TZVPD).

Properties
SMILES: CCNCCNCC
LUMO energy in Eh: 0.0403
Frontier orbital gap in eV: 9.728
Energy relative to the best compared isomer or geometry (same formula, charge and spin) in eV: 0.903

Structure (ORCA input):
```
! RIJCOSX wB97M-V def2-TZVPD def2/J DEFGRID3
* xyz 0 1
C 0.68 -1.80 -3.84
C 0.89 -0.69 -2.83
N 0.16 -0.94 -1.59
C -0.03 0.25 -0.77
C -0.44 -0.13 0.65
N -0.22 0.96 1.58
C -0.32 0.52 2.99
C -0.59 1.69 3.89
H -0.18 -1.64 -4.47
H 0.54 -2.76 -3.33
H 1.59 -2.00 -4.40
H 0.64 0.28 -3.27
H 1.95 -0.59 -2.58
H -0.74 -1.34 -1.82
H 0.90 0.81 -0.75
H -0.79 0.92 -1.18
H -1.49 -0.45 0.65
H 0.17 -0.98 0.93
H -0.93 1.68 1.46
H -1.08 -0.26 3.06
H 0.63 0.06 3.26
H 0.24 2.41 3.88
H -0.64 1.42 4.94
H -1.51 2.23 3.65
*
```

=====

Entry 8:
Entry from the Open Molecules 2025 dataset: an isolated molecule of C3H3N3O2 (wB97M-V/def2-TZVPD).

Properties
SMILES: C=Nn1cnc(=O)o1
LUMO energy in Eh: -0.0115
Frontier orbital gap in eV: 9.356
Energy relative to the best compared isomer or geometry (same formula, charge and spin) in eV: 6.336

Structure (ORCA input):
```
! RIJCOSX wB97M-V def2-TZVPD def2/J DEFGRID3
* xyz 0 1
C 2.01 -0.85 0.21
N 1.53 0.31 -0.09
N 0.12 0.57 -0.32
C -0.69 1.51 -0.08
N -1.93 0.97 0.31
C -1.80 -0.42 0.15
O -2.74 -1.15 -0.13
O -0.49 -0.63 -0.20
H 1.28 -1.78 -0.14
H 2.97 -1.14 0.47
H -0.27 2.61 -0.16
*
```

=====

Entry 9:
Entry from the Open Molecules 2025 dataset: a structure of composition C18H36B3Br6IO4 (wB97M-V/def2-TZVPD).

Properties
LUMO energy in Eh: 0.0134
Frontier orbital gap in eV: 7.323

Structure (ORCA input):
```
! RIJCOSX wB97M-V def2-TZVPD def2/J DEFGRID3
* xyz 0 1
C -4.63 3.49 4.64
O -5.17 2.34 3.92
C -4.73 1.10 4.54
B -3.20 0.84 4.09
O -2.78 0.22 2.87
B -2.05 -0.97 3.27
I -2.55 -2.96 2.51
O -0.98 -0.76 4.18
B -0.94 0.65 4.46
C 0.39 1.58 4.24
C 1.67 0.69 3.93
C 1.93 0.38 2.39
C 2.08 -1.22 2.21
C 0.77 0.82 1.40
C 1.39 0.74 -0.10
C 0.36 0.19 -1.16
C -0.78 0.92 -1.60
C -0.77 2.27 -2.43
C -2.21 0.30 -1.21
O -2.14 1.25 4.99
H -3.87 3.96 3.93
H -5.45 4.25 4.84
H -4.12 3.22 5.61
H -4.84 1.21 5.66
H -5.34 0.20 4.19
H 0.56 2.05 5.27
H 0.21 2.44 3.54
H 1.63 -0.22 4.58
H 2.58 1.30 4.29
H 2.89 0.85 2.00
H 1.21 -1.67 1.62
H 3.08 -1.44 1.69
H 2.10 -1.77 3.20
H -0.07 0.05 1.41
H 0.41 1.88 1.51
H 1.68 1.81 -0.37
H 2.38 0.17 -0.10
H 0.56 -0.83 -1.63
H -0.63 3.20 -1.79
H -0.02 2.21 -3.28
H -1.81 2.39 -2.90
H -2.77 0.19 -2.19
H -2.02 -0.74 -0.79
H -2.75 0.98 -0.49
Br 0.39 -0.29 -3.71
C 1.36 -0.89 -5.30
C 2.85 -0.83 -5.09
Br 3.50 1.00 -5.21
H 1.02 -0.28 -6.14
H 1.03 -1.92 -5.46
H 3.37 -1.37 -5.87
H 3.16 -1.21 -4.12
Br 5.27 -2.68 3.12
C 5.17 -4.58 2.69
C 4.63 -4.79 1.30
Br 2.70 -4.55 1.24
H 4.57 -5.05 3.46
H 6.20 -4.93 2.76
H 4.80 -5.82 0.98
H 5.06 -4.12 0.56
Br -0.47 2.00 -7.04
C -2.04 1.33 -7.97
C -2.35 -0.09 -7.57
Br -1.14 -1.34 -8.44
H -1.86 1.45 -9.04
H -2.85 2.00 -7.67
H -3.35 -0.37 -7.91
H -2.27 -0.26 -6.50
*
```

=====

Entry 10:
Entry from the Open Molecules 2025 dataset: a cluster of 2 separate species, C4H7NS in total (wB97M-V/def2-TZVPD).

Properties
LUMO energy in Eh: 0.0272
Frontier orbital gap in eV: 8.603
Energy relative to the best compared isomer or geometry (same formula, charge and spin) in eV: 3.736

Structure (ORCA input):
```
! RIJCOSX wB97M-V def2-TZVPD def2/J DEFGRID3
* xyz 0 1
C -1.14 -1.01 0.31
C 0.74 0.95 -1.17
C 0.61 1.67 0.10
C 0.66 0.20 0.10
N -0.87 -2.14 0.97
S -2.43 -0.30 -0.24
H -0.06 1.12 -1.92
H 1.58 1.05 -1.78
H 1.37 2.26 0.63
H -0.43 1.97 0.25
H 1.40 -0.34 0.59
H 0.11 -2.46 1.25
H -1.53 -2.98 0.91
*
```

=====

Entry 11:
Entry from the Open Molecules 2025 dataset: a structure of composition C9H10N2SeY (wB97M-V/def2-TZVPD).

Properties
LUMO energy (alpha / beta) in Eh: 0.1105 / 0.1105
Frontier orbital gap (alpha / beta) in eV: 6.454 / 6.454
Energy relative to the best compared isomer or geometry (same formula, charge and spin) in eV: 0.000

Structure (ORCA input):
```
! RIJCOSX wB97M-V def2-TZVPD def2/J DEFGRID3
* xyz -1 1
C 0.97 -1.26 -1.33
C -0.43 -1.17 -1.58
C -1.12 -1.88 -0.55
C -0.13 -2.42 0.34
C 1.16 -2.02 -0.14
Y -0.06 0.13 0.61
C -1.68 1.73 -0.43
C -0.45 1.96 -0.92
C 0.43 2.50 -1.76
N 1.73 1.12 0.35
H -2.20 -2.01 -0.48
H -0.89 -0.64 -2.42
H -0.34 -3.02 1.23
H 2.12 -2.27 0.32
H 1.75 -0.80 -1.93
H -2.37 0.99 -0.89
H 2.70 1.33 0.60
H -2.15 2.34 0.36
H 0.15 3.22 -2.54
H 1.50 2.27 -1.69
Se -0.15 -0.12 5.83
C -0.23 -0.03 4.10
N -0.28 0.04 2.91
*
```

=====

Entry 12:
Entry from the Open Molecules 2025 dataset: an isolated molecule of C5H7N3O (wB97M-V/def2-TZVPD).

Properties
LUMO energy (alpha / beta) in Eh: 0.0278 / -0.0255
Frontier orbital gap (alpha / beta) in eV: 7.234 / 8.736
Energy relative to the best compared isomer or geometry (same formula, charge and spin) in eV: 0.405

Structure (ORCA input):
```
! RIJCOSX wB97M-V def2-TZVPD def2/J DEFGRID3
* xyz 0 3
C -3.41 0.94 0.05
C -2.06 1.22 -0.05
C 2.03 0.99 0.12
C -0.05 -0.23 -0.14
C 0.42 -1.71 -0.04
N -3.55 -0.40 0.03
N -2.40 -0.94 0.02
N -1.45 0.04 -0.06
O 0.67 0.86 -0.11
H -4.35 1.47 0.10
H -1.43 2.06 -0.16
H 2.35 1.82 -0.40
H 2.75 0.26 0.34
H 1.12 -1.72 0.88
H 0.85 -1.85 -1.02
H -0.55 -2.32 -0.08
*
```

=====

What are the molecular weight values for these records? In order: 104.22 141.16 504.34 226.00 76.12 568.38 116.21 113.08 955.25 101.17 314.06 125.13 g/mol.
What are the calculated total energy values for these records? In order: -595.84893 -857.37258 -5286.70757 -834.29886 -249.44954 -3077.72168 -347.69162 -430.68813 -16824.81779 -609.42118 -2898.18476 -434.02066 a.u..
What are the max |F| values for these records? In order: 0.482 3.209 1.519 7.132 4.043 2.810 1.182 8.234 3.284 4.659 3.399 4.774 eV/Å.